No. 1
This record from the OMol25 dataset describes a 2-piece molecular cluster, C6H13NS overall. The level of theory is wB97M-V/def2-TZVPD.

Computed properties:
Structure (SMILES): NSC1CC1.C=CC
E_LUMO: 0.70 eV
Molar mass: 131.2 g/mol
E_tot: -18754.947 eV
Kohn-Sham gap: 0.32548 Ha
Maximum force: 3.17 eV/Å
E_HOMO: -0.2996 Eh

```
! wB97M-V def2-TZVPD RIJCOSX def2/J DEFGRID3
* xyz 0 1
S 1.268 -0.492 -1.361
N 1.033 -1.676 -2.664
C 0.049 -1.640 0.913
C 1.323 -1.112 1.374
C -0.904 2.602 1.337
C -1.648 1.198 -0.737
C -0.740 1.872 -0.012
C 1.194 -1.635 -0.014
H -2.738 1.216 -0.423
H 1.269 0.030 1.397
H 0.087 -1.791 -2.967
H -0.787 -1.037 0.797
H -0.644 3.621 1.051
H -1.980 2.415 1.772
H 1.474 -1.355 -3.563
H 0.269 1.819 -0.349
H -0.364 -2.605 1.140
H -1.508 0.807 -1.768
H 1.926 -1.677 2.241
H 1.592 -2.663 -0.177
H -0.170 2.103 2.015
*
```

No. 2
This record from the OMol25 dataset describes C6H13NS as an isolated structure. The level of theory is wB97M-V/def2-TZVPD.

Computed properties:
E_LUMO: 0.17 eV
Molar mass: 131.2 g/mol
E_tot: -18751.986 eV
Kohn-Sham gap: 0.31327 Ha
Maximum force: 6.68 eV/Å
E_HOMO: -0.3071 Eh

```
! wB97M-V def2-TZVPD RIJCOSX def2/J DEFGRID3
* xyz 0 1
S 0.535 -1.406 2.128
N 0.580 -0.774 -2.507
C -1.375 1.844 0.708
C -0.537 -1.140 0.643
C -0.628 1.190 -0.384
C -0.029 -0.052 -0.115
C 0.996 -0.492 -1.169
C -0.282 2.234 -1.490
H -1.509 1.207 1.572
H -1.535 -0.905 0.978
H 0.259 -0.198 2.667
H 0.162 1.830 -2.401
H 1.949 0.177 -1.139
H 1.523 -1.297 -0.759
H 1.755 -0.528 -2.993
H -0.619 -2.133 0.145
H -1.213 2.651 -1.765
H 0.517 -2.305 -2.367
H 0.514 2.832 -1.162
H -2.392 2.209 0.232
H -0.902 2.866 1.348
*
```

No. 3
This record from the OMol25 dataset describes one molecule with the formula C6H13NS. The level of theory is wB97M-V/def2-TZVPD.

Computed properties:
Structure (SMILES): CS[C@@]1(C)CN[C@@H]1C
E_LUMO: 0.87 eV
Molar mass: 131.2 g/mol
E_tot: -18756.604 eV
Kohn-Sham gap: 0.34404 Ha
Maximum force: 2.68 eV/Å
E_HOMO: -0.3122 Eh

```
! wB97M-V def2-TZVPD RIJCOSX def2/J DEFGRID3
* xyz 0 1
S -1.582 -0.685 -0.301
N 2.075 -0.605 -0.559
C 0.067 -0.342 0.223
C 1.017 -1.510 -0.084
C -2.377 0.916 -0.215
C 1.414 1.863 -0.152
C 0.150 0.041 1.667
C 1.055 0.471 -0.644
H 0.760 -2.168 -0.900
H -3.370 0.927 -0.568
H 1.458 1.904 1.029
H 1.384 -2.223 0.709
H -1.826 1.584 -0.845
H 2.635 -0.440 0.300
H 0.669 0.539 -1.634
H -2.419 1.297 0.811
H 0.728 2.731 -0.494
H 1.182 0.237 2.014
H 2.426 1.994 -0.679
H -0.340 -0.786 2.299
H -0.455 0.963 1.914
*
```

No. 4
This record from the OMol25 dataset describes C6H13NS as an isolated structure. The level of theory is wB97M-V/def2-TZVPD.

Computed properties:
E_LUMO: 0.27 eV
Molar mass: 131.2 g/mol
E_tot: -18752.484 eV
Kohn-Sham gap: 0.33134 Ha
Maximum force: 4.61 eV/Å
E_HOMO: -0.3213 Eh

```
! wB97M-V def2-TZVPD RIJCOSX def2/J DEFGRID3
* xyz 0 1
S 0.807 1.558 0.231
N -2.551 0.572 -0.112
C -0.441 -0.755 1.863
C -1.623 -0.191 -1.059
C 0.194 -1.354 0.619
C 0.893 -0.195 -0.249
C -0.334 -0.904 -0.754
C 2.230 -0.602 -0.843
H 0.795 -2.270 0.608
H 3.155 -0.289 -0.194
H -3.549 0.524 -0.572
H -1.763 -0.959 1.793
H 2.331 -1.673 -0.884
H -2.248 1.643 0.087
H 2.364 1.650 0.835
H 2.605 -0.076 -1.835
H -2.288 -0.948 -1.344
H -0.301 -1.672 -1.606
H -1.500 0.303 -2.009
H -0.272 0.502 1.966
H 0.107 -1.655 2.788
*
```

No. 5
This record from the OMol25 dataset describes one molecule with the formula C6H13NSi2. The level of theory is wB97M-V/def2-TZVPD.

Computed properties:
E_LUMO (alpha / beta): -1.43 / -1.43 eV
Molar mass: 155.3 g/mol
E_tot: -23673.193 eV
Kohn-Sham gap (alpha / beta): 0.20764 / 0.20774 Ha
Maximum force: 4.34 eV/Å
E_HOMO (alpha / beta): -0.2601 / -0.2602 Eh

```
! wB97M-V def2-TZVPD RIJCOSX def2/J DEFGRID3
* xyz 0 1
Si -2.295 -0.152 -0.235
Si 2.069 -0.133 0.240
N 1.159 -0.585 1.516
C -2.962 1.593 0.082
C 3.571 -1.009 -0.505
C 0.575 -0.328 -1.101
C 2.227 1.724 -0.163
C -3.298 -1.661 0.275
C -0.666 -0.262 -0.970
H -4.287 -1.284 0.811
H 3.118 2.089 0.237
H -3.332 -2.460 -0.546
H 4.357 -0.420 -0.662
H -3.985 1.715 -0.001
H 3.974 -1.782 0.148
H -2.798 -2.283 0.960
H 1.058 -1.377 2.076
H 1.434 2.239 0.171
H -2.716 2.208 -0.730
H 2.114 1.867 -1.173
H -2.666 1.862 1.012
H 3.349 -1.561 -1.442
*
```

No. 6
This record from the OMol25 dataset describes a 2-piece molecular cluster, C6H13O2 overall. The level of theory is wB97M-V/def2-TZVPD.

Computed properties:
E_LUMO: 3.41 eV
Molar mass: 117.2 g/mol
E_tot: -10529.171 eV
Kohn-Sham gap: 0.26451 Ha
Maximum force: 1.41 eV/Å
E_HOMO: -0.1392 Eh

```
! wB97M-V def2-TZVPD RIJCOSX def2/J DEFGRID3
* xyz -1 1
O 0.289 1.541 -3.490
O -0.058 3.193 -2.002
C 1.391 -0.514 2.113
C -0.172 2.018 -2.436
C 1.386 -1.842 1.361
C -1.545 -0.169 -2.256
C -0.011 0.082 2.277
C -0.959 1.059 -1.528
H 0.461 -2.406 1.520
H -0.752 -0.567 2.756
H -1.736 1.534 -0.927
H -0.277 0.668 -0.758
H 1.455 -1.697 0.293
H 0.053 1.048 2.765
H 1.952 0.240 1.580
H -2.470 0.135 -2.768
H -0.403 0.243 1.275
H -0.870 -0.587 -2.996
H 1.954 -0.643 3.046
H -1.899 -0.863 -1.502
H 2.211 -2.475 1.677
*
```

No. 7
This record from the OMol25 dataset describes one molecule with the formula C6H13O2PS2. The level of theory is wB97M-V/def2-TZVPD.

Computed properties:
Structure (SMILES): CC1(C)OP(=S)(S)OC1(C)C
E_LUMO: 0.48 eV
Molar mass: 212.3 g/mol
E_tot: -41488.008 eV
Kohn-Sham gap: 0.35084 Ha
Maximum force: 3.98 eV/Å
E_HOMO: -0.3331 Eh

```
! wB97M-V def2-TZVPD RIJCOSX def2/J DEFGRID3
* xyz 0 1
S 4.229 0.586 0.323
S 2.467 3.032 -1.140
P 2.488 1.133 -0.258
O 1.485 0.061 -1.397
O 1.462 1.165 0.883
C 0.149 0.020 -0.825
C -0.310 -1.414 -1.103
C 0.345 0.144 0.745
C -0.807 0.630 1.617
C 0.886 -1.064 1.427
C -0.736 0.997 -1.442
H -0.883 0.653 -2.512
H 1.351 -0.764 2.414
H -0.832 1.728 1.539
H -0.130 -1.685 -2.231
H -1.794 0.242 1.352
H 3.732 3.391 -1.107
H -1.650 1.100 -0.849
H 1.578 -1.791 0.836
H 0.445 -1.992 -0.665
H -0.594 0.388 2.641
H 0.143 -1.828 1.663
H -1.379 -1.620 -0.712
H -0.182 1.881 -1.579
*
```

No. 8
This record from the OMol25 dataset describes C6H13O3Pd as an isolated structure. The level of theory is wB97M-V/def2-TZVPD.

Computed properties:
E_LUMO (alpha / beta): 0.67 / -0.69 eV
Molar mass: 239.6 g/mol
<S²>: 3.758
E_tot: -16045.450 eV
Kohn-Sham gap (alpha / beta): 0.14357 / 0.25760 Ha
Maximum force: 4.67 eV/Å
E_HOMO (alpha / beta): -0.1188 / -0.2828 Eh

```
! wB97M-V def2-TZVPD RIJCOSX def2/J DEFGRID3
* xyz 0 4
Pd -0.980 -0.694 0.921
O 0.380 0.501 0.131
O -2.027 1.068 1.003
O 0.158 -2.114 -0.041
C -2.849 0.742 -0.187
C 1.249 -0.158 -0.771
C -1.130 2.138 0.795
C 1.450 -1.565 -0.274
C 0.163 -3.515 0.199
C -0.160 1.754 -0.313
H -0.409 1.592 -1.374
H 2.211 0.371 -0.836
H -3.772 1.329 -0.022
H -3.209 -0.315 -0.176
H 0.777 -0.175 -1.767
H -1.688 3.043 0.508
H -0.838 -3.792 0.545
H 0.399 -4.051 -0.731
H 1.984 -2.156 -1.032
H -0.625 2.342 1.751
H 0.902 -3.769 0.973
H 0.330 2.788 -0.561
H 2.032 -1.584 0.661
*
```

No. 9
This record from the OMol25 dataset describes C6H13O3Sc as an isolated structure. The level of theory is wB97M-V/def2-TZVPD.

Computed properties:
E_LUMO (alpha / beta): -9.09 / -9.09 eV
Molar mass: 178.1 g/mol
E_tot: -33254.214 eV
Kohn-Sham gap (alpha / beta): 0.28384 / 0.28387 Ha
Maximum force: 4.97 eV/Å
E_HOMO (alpha / beta): -0.6179 / -0.6180 Eh

```
! wB97M-V def2-TZVPD RIJCOSX def2/J DEFGRID3
* xyz 2 1
Sc -0.209 0.237 -1.769
O 0.421 0.872 0.022
O -0.835 0.737 1.965
O -0.836 -1.499 -0.832
C -1.044 -1.238 0.562
C -0.446 2.092 1.789
C -1.160 0.264 0.690
C -0.815 -2.863 -1.223
C 0.719 2.022 0.813
C 2.166 0.513 -1.489
H 2.532 0.078 -2.433
H -2.230 0.531 0.602
H -0.181 -1.617 1.130
H 2.607 -0.181 -0.757
H -1.817 -3.292 -1.086
H -0.109 2.474 2.758
H -2.001 -1.710 0.825
H 1.647 1.661 1.275
H 2.545 1.545 -1.561
H -0.537 -2.886 -2.282
H -0.063 -3.401 -0.628
H 0.896 2.966 0.288
H -1.251 2.696 1.341
*
```

No. 10
This record from the OMol25 dataset describes C6H13O3Sc as an isolated structure. The level of theory is wB97M-V/def2-TZVPD.

Computed properties:
E_LUMO (alpha / beta): -16.05 / -16.48 eV
Molar mass: 178.1 g/mol
<S²>: 0.760
E_tot: -33237.841 eV
Kohn-Sham gap (alpha / beta): 0.13152 / 0.11689 Ha
Maximum force: 4.61 eV/Å
E_HOMO (alpha / beta): -0.7213 / -0.7226 Eh

```
! wB97M-V def2-TZVPD RIJCOSX def2/J DEFGRID3
* xyz 3 2
Sc -1.428 -0.739 -2.385
O -0.335 -0.205 -0.731
O 1.128 1.893 0.617
O -2.775 -1.534 -0.098
C 1.535 1.584 -0.732
C -1.677 -1.491 0.822
C -2.670 -2.299 -1.190
C -0.872 -0.231 0.604
C 1.035 0.189 -0.895
C 2.211 2.066 1.497
H -0.045 -0.222 1.322
H -3.607 -2.370 -1.751
H -1.987 -3.158 -1.145
H 1.804 2.345 2.476
H 1.661 -0.358 -0.121
H 2.629 1.641 -0.857
H -1.058 -2.391 0.709
H 1.033 2.170 -1.525
H 1.351 -0.088 -1.911
H 2.785 1.129 1.584
H 2.883 2.869 1.151
H -2.109 -1.466 1.828
H -1.492 0.665 0.730
*
```